# 1
{
  "formula": "C5H13NO2",
  "method": "wB97M-V/def2-TZVPD",
  "elements": ["C", "C", "C", "O", "C", "C", "N", "O", "H", "H", "H", "H", "H", "H", "H", "H", "H", "H", "H", "H", "H"],
  "coordinates": [[-1.492539, 0.711702, 0.977672], [-0.595076, 0.352945, -0.213790], [-1.039434, -0.912106, -0.916357], [-2.426131, -0.699872, -1.386603], [0.954091, 0.186628, 0.222132], [1.886878, -0.211809, -0.923622], [1.115181, -0.751933, 1.306998], [1.393708, 1.435663, 0.724668], [-2.484436, 1.022829, 0.634747], [-1.627827, -0.142132, 1.649313], [-1.073696, 1.540601, 1.556959], [-0.651090, 1.196584, -0.913440], [-1.024737, -1.794940, -0.272130], [-0.466839, -1.102784, -1.825827], [-3.015783, -0.875322, -0.633800], [1.744919, 0.446719, -1.787297], [2.938350, -0.113019, -0.625923], [1.732039, -1.246062, -1.246285], [0.686780, -0.334325, 2.132062], [2.106854, -0.787924, 1.542281], [1.338790, 2.078557, -0.001757]],
  "atomic_forces_ev_per_a": [[0.105, -0.079, 0.000], [1.681, -0.526, 0.794], [-1.896, 0.523, -0.592], [0.652, -0.530, 0.532], [-0.727, 0.084, -0.228], [-0.123, -0.180, -0.326], [-0.209, 0.057, 0.199], [0.116, 1.092, -0.267], [0.173, -0.056, -0.009], [0.045, 0.013, -0.024], [0.004, -0.132, -0.118], [0.202, -0.222, -0.122], [0.270, 0.138, 0.049], [-0.042, -0.007, 0.170], [0.346, 0.103, -0.434], [-0.082, -0.079, 0.052], [-0.279, 0.018, 0.185], [-0.060, 0.178, 0.054], [-0.103, -0.184, -0.101], [-0.140, -0.108, -0.179], [0.068, -0.102, 0.366]],
  "spin_multiplicity": 1,
  "e_tot_ev": -10980.859,
  "homo_energy_ev": -9.879,
  "e_above_lowest_ev": 1.020,
  "smiles": "C[C@H](CO)[C@](C)(N)O"
}

# 2
{
  "formula": "C5H13NO2",
  "method": "wB97M-V/def2-TZVPD",
  "elements": ["C", "C", "O", "N", "C", "C", "C", "H", "H", "H", "H", "H", "H", "H", "H", "H", "H", "H", "O", "H", "H"],
  "coordinates": [[-2.366753, 2.133172, -1.591389], [-1.143418, 1.992372, -0.749873], [-0.655687, 2.950511, -0.195648], [-0.648427, 0.721529, -0.612610], [0.561550, 0.551092, 0.178427], [1.850419, 1.006205, -0.513990], [0.707628, -0.936145, 0.520297], [-2.878559, 3.039584, -1.294843], [-1.991525, 2.178144, -2.614942], [-3.016131, 1.320789, -1.527378], [-0.833421, 0.022556, -1.312738], [0.442562, 1.026179, 1.144935], [2.640822, 1.246874, 0.183464], [2.160923, 0.260939, -1.234511], [1.677461, 1.922850, -1.084111], [-0.140103, -1.356815, 1.072277], [1.562745, -1.113436, 1.178000], [0.945855, -1.603284, -0.316906], [0.539437, -4.768119, 2.923016], [0.908436, -5.576383, 3.277397], [-0.323805, -5.018620, 2.571133]],
  "atomic_forces_ev_per_a": [[1.018, 0.977, -0.549], [-0.366, -0.495, 0.150], [0.406, 0.268, 0.408], [0.581, 0.657, 0.355], [0.671, -1.616, 0.103], [-0.759, 0.892, -0.454], [0.306, -0.721, 0.512], [0.011, 0.183, -0.236], [-0.334, 0.317, -0.204], [-1.065, -1.472, 0.191], [-0.238, 0.032, 0.017], [-0.220, 0.592, -0.134], [0.220, -0.285, 0.241], [0.290, -0.304, -0.053], [-0.087, 0.022, 0.132], [-0.101, 0.225, -0.264], [0.048, 0.382, 0.094], [-0.380, 0.337, -0.302], [-0.271, 0.203, -0.187], [0.097, -0.231, 0.100], [0.174, 0.036, 0.080]],
  "spin_multiplicity": 1,
  "e_tot_ev": -10981.341,
  "homo_energy_ev": -9.508,
  "e_above_lowest_ev": 0.538,
  "smiles": "CC(=O)NC(C)C.O"
}

# 3
{
  "formula": "C5H13NO2",
  "method": "wB97M-V/def2-TZVPD",
  "elements": ["C", "C", "N", "O", "H", "H", "H", "H", "H", "H", "H", "C", "C", "C", "O", "H", "H", "H", "H", "H", "H"],
  "coordinates": [[-1.947315, 0.126412, 0.333482], [-1.633038, 1.429406, -0.429654], [-0.913175, 2.397660, 0.367472], [-0.926465, 1.167578, -1.606952], [-1.039098, -0.306125, 0.751385], [-2.646682, 0.335975, 1.144552], [-2.406602, -0.590322, -0.344815], [-2.581117, 1.887983, -0.743944], [-1.408128, 2.601590, 1.227359], [0.011016, 2.047748, 0.591511], [0.021577, 1.163824, -1.390106], [1.101603, -1.592551, -1.132556], [1.557773, -0.601008, -0.100208], [1.988081, -1.183621, 1.221509], [1.573721, 0.585180, -0.314913], [0.909306, -2.571279, -0.701382], [0.220554, -1.215444, -1.637722], [1.880873, -1.682131, -1.886252], [2.474659, -0.428788, 1.833615], [2.657827, -2.022759, 1.067085], [1.104629, -1.549328, 1.750534]],
  "atomic_forces_ev_per_a": [[-0.124, 0.371, -0.350], [-0.438, -0.262, 0.365], [-0.018, 0.384, 0.012], [0.387, -0.116, -0.309], [0.077, -0.010, 0.046], [0.040, -0.055, 0.062], [-0.044, -0.102, -0.006], [0.116, -0.090, 0.110], [0.082, -0.010, -0.010], [0.023, -0.034, 0.164], [-0.169, -0.025, -0.104], [-0.038, 0.034, -0.067], [0.074, -0.816, 0.284], [0.033, 0.404, 0.096], [0.016, 0.587, -0.064], [-0.013, -0.047, -0.013], [-0.218, 0.080, -0.072], [0.164, -0.063, -0.064], [-0.001, 0.043, 0.001], [0.068, -0.198, -0.028], [-0.016, -0.074, -0.055]],
  "spin_multiplicity": 1,
  "e_tot_ev": -10980.886,
  "homo_energy_ev": -9.027,
  "e_above_lowest_ev": 0.993,
  "smiles": "C[C@@H](N)O.CC(C)=O"
}